Record 1
{"formula": "C30H44BMnN11S4", "method": "the ωB97M-V functional and the def2-TZVPD basis", "s_squared": 1.084, "e_lumo_ev": [-0.9, -0.9], "multiplicity": 2, "symbols": ["H", "C", "C", "H", "H", "H", "H", "C", "H", "C", "C", "H", "C", "C", "N", "C", "H", "H", "H", "C", "C", "H", "H", "C", "S", "N", "S", "S", "H", "H", "H", "C", "H", "H", "C", "C", "C", "N", "H", "H", "H", "C", "S", "H", "Mn", "C", "H", "C", "H", "C", "N", "N", "N", "H", "C", "H", "H", "H", "C", "N", "C", "H", "N", "B", "N", "H", "H", "H", "C", "H", "H", "H", "H", "C", "C", "N", "H", "H", "H", "N", "C", "H", "C", "C", "H", "H", "C", "H", "H", "C", "H"], "xyz": [[3.371115, 1.095795, 1.542452], [-2.577859, -1.657207, -5.309162], [4.510988, -1.140225, 1.422235], [-3.073039, -0.995693, -4.607611], [0.203131, 6.773381, 0.919326], [0.643807, -2.665823, -5.996364], [-5.130996, 2.802062, 1.728528], [1.527588, -1.937158, 0.588056], [-2.777055, -1.302801, -6.321290], [0.147029, 5.734577, 2.796677], [3.013500, 1.976083, -0.909663], [4.269856, -0.671251, 2.379208], [-1.063539, -1.670122, -5.075129], [-0.837473, 2.159747, -0.632410], [2.423599, -2.515510, 1.460043], [0.020585, 6.923098, 3.578575], [-0.831344, -3.660136, -5.925335], [-5.209120, -0.877857, 1.088695], [2.167753, -3.921085, 3.094425], [-1.200878, -1.616616, -2.498636], [0.031980, -3.400798, -2.081504], [-1.411242, -3.647391, 0.163056], [-5.324537, 1.393266, 0.669017], [-2.933751, 2.000334, 3.068993], [1.811914, 2.291415, -2.095900], [4.365778, 1.841215, -1.305229], [-0.506431, 0.198199, 1.920034], [1.865937, -0.662447, -0.496754], [0.515763, -4.157236, -1.488179], [5.570406, -3.318611, 2.449995], [0.523165, -3.809737, -4.167770], [4.483819, -3.364394, 2.498937], [3.545405, 3.323967, 0.521460], [-2.373677, 3.078915, -1.601053], [3.904775, -2.542703, 1.348705], [0.428526, -3.313589, 1.929946], [-4.141251, -0.959502, 1.018292], [-2.078756, -1.578735, 0.595566], [-2.228997, 2.460547, 2.389258], [-0.662091, 0.040379, -6.324990], [0.341782, 2.385077, 3.159012], [0.032370, -3.228336, -3.411791], [-2.192118, -0.253588, -2.290994], [2.505302, 2.279001, 2.287799], [0.847738, 1.708089, 0.125277], [-0.465719, -0.283720, -5.301472], [-4.460415, -0.190847, 3.945640], [-4.930077, 0.558768, 3.307701], [-0.706293, -2.328823, -7.076007], [0.369012, 3.380443, 1.248760], [2.594579, 1.738213, 1.434447], [-1.629450, 2.999205, -0.928674], [-0.756195, -2.131345, -3.691573], [3.909896, -2.601286, -0.818912], [-3.910773, 1.119050, 2.307882], [-0.429335, -3.816141, 2.340238], [4.190035, -4.412134, 2.432249], [-2.994664, -2.660786, -5.200191], [0.203052, 4.487922, 3.415463], [-0.729393, -2.409380, -1.505165], [0.320415, 3.340424, 2.646217], [5.595965, -1.210614, 1.330448], [0.311382, -2.470779, 0.847031], [-0.999304, -2.522736, 0.025965], [2.804182, 2.648606, 0.331115], [-5.292073, 1.371073, 3.936620], [-0.901478, 0.440216, -4.617872], [5.351438, -3.309594, -0.064535], [-0.444662, -2.649944, -6.069205], [-3.505570, 2.789008, 3.561488], [4.827468, 1.023805, -0.916752], [3.813072, -4.193875, -0.050300], [4.170380, -2.962391, 3.463675], [-4.606348, 1.976317, 1.247045], [1.716697, -3.364647, 2.296343], [-3.283717, -0.046048, 1.609424], [-5.791582, 0.109267, 2.813886], [0.144638, 4.419483, 4.494635], [4.434819, 1.803627, -2.313228], [-0.077398, 7.879244, 4.211055], [4.268805, -3.204151, 0.015424], [-2.384994, 1.436974, 3.820338], [-3.399715, -1.893863, 0.410900], [-1.994373, -0.428423, 1.321431], [0.398750, 4.734885, -0.421396], [0.611733, -0.294844, -5.137326], [0.335917, 4.647668, 0.656743], [-3.698137, -2.766898, -0.141440], [4.131856, -0.539143, 0.601075], [0.228212, 5.805795, 1.404699], [-3.860093, 2.385786, 0.572326]], "atomic_forces_ev_per_a": [[-0.06, -0.13, -0.13], [0.07, -0.04, 0.06], [0.00, -0.04, 0.03], [-0.04, 0.04, 0.07], [0.00, 0.02, 0.01], [0.00, -0.01, -0.04], [-0.01, -0.01, 0.02], [-0.14, -0.09, 0.48], [0.02, -0.04, -0.04], [0.06, -0.33, -0.16], [-0.35, 2.64, -2.33], [0.01, 0.00, 0.01], [-0.17, 0.11, -0.01], [0.26, 1.51, -0.24], [-0.25, 0.09, -0.05], [-0.02, 0.27, 0.17], [0.01, 0.01, -0.05], [0.04, 0.03, -0.03], [0.03, 0.02, -0.04], [-0.44, 0.46, 0.07], [0.22, -0.23, 0.03], [-0.11, -0.06, 0.18], [0.00, 0.06, -0.01], [0.09, -0.19, -0.09], [1.04, -0.64, 1.26], [-0.93, -0.96, 0.39], [0.10, 0.74, -0.22], [-0.06, -0.17, -0.88], [0.01, 0.00, 0.00], [0.01, 0.02, -0.04], [-0.02, 0.02, 0.04], [-0.12, -0.01, -0.01], [0.03, -0.06, -0.05], [-0.01, -0.01, 0.01], [0.24, 0.04, -0.17], [-0.09, -0.12, -0.14], [-0.15, -0.10, 0.02], [0.02, 0.46, 0.21], [0.24, 0.10, -0.03], [0.01, -0.04, -0.01], [-0.06, -0.01, 0.01], [0.19, -0.39, 0.04], [0.05, 0.15, 0.01], [-0.32, 0.18, -0.11], [-2.00, -1.59, 1.97], [0.01, 0.10, 0.08], [-0.02, 0.01, 0.02], [0.02, -0.02, -0.05], [-0.02, 0.03, 0.00], [0.20, -0.30, -0.46], [0.01, 0.16, -0.30], [-0.12, -1.28, -0.17], [0.03, 0.03, 0.14], [-0.01, -0.01, 0.00], [-0.06, 0.13, 0.16], [0.03, -0.03, -0.04], [0.02, 0.00, 0.03], [0.03, 0.00, -0.01], [-0.03, 0.11, 0.03], [0.09, 0.12, -0.10], [-0.05, -0.04, -0.03], [0.00, -0.06, 0.08], [0.73, -0.15, -0.06], [-0.18, 0.33, -0.30], [1.63, -0.27, 0.61], [-0.03, 0.01, 0.00], [-0.05, 0.01, 0.05], [0.01, -0.01, 0.00], [0.07, 0.00, 0.04], [-0.02, -0.04, -0.03], [0.17, 0.16, 0.25], [0.03, 0.00, 0.02], [0.05, -0.03, 0.02], [-0.02, -0.15, 0.06], [0.01, -0.04, 0.22], [0.30, -0.11, -0.38], [0.01, 0.00, 0.07], [0.00, 0.03, 0.01], [-0.07, -0.14, -0.07], [0.00, -0.03, -0.02], [-0.07, 0.07, 0.02], [0.06, 0.02, 0.02], [-0.01, -0.10, -0.05], [-0.24, -0.45, 0.00], [-0.02, 0.00, -0.03], [0.07, -0.05, -0.02], [-0.01, 0.08, 0.12], [0.01, 0.04, -0.03], [-0.03, 0.02, 0.01], [-0.02, 0.09, -0.02], [0.05, 0.06, -0.12]], "lowdin_charge": [0.060, -0.055, -0.062, 0.017, 0.114, 0.084, 0.093, -0.646, 0.086, -0.254, -0.884, 0.092, -0.552, -0.236, 0.008, -0.201, 0.087, 0.116, 0.110, -0.679, -0.079, 0.124, 0.082, -0.067, 0.735, 0.079, 0.741, 0.720, 0.123, 0.091, 0.106, -0.053, 0.144, 0.092, -0.545, -0.056, -0.064, 0.028, 0.051, 0.086, 0.049, -0.055, 0.643, 0.099, 0.107, -0.044, 0.096, -0.036, 0.089, -0.230, 0.015, 0.154, 0.003, 0.059, -0.537, 0.128, 0.087, 0.090, -0.040, 0.034, -0.165, 0.093, 0.011, -0.596, -0.151, 0.088, 0.041, 0.089, -0.062, 0.093, 0.080, 0.093, 0.092, -0.020, -0.045, 0.020, 0.072, 0.115, 0.075, 0.140, -0.029, 0.077, -0.081, -0.590, 0.086, 0.088, -0.116, 0.129, -0.005, -0.036, 0.067]}



Record 2
{"formula": "C46H42BrCeN10O4PS2", "method": "the ωB97M-V functional and the def2-TZVPD basis", "s_squared": 0.751, "e_lumo_ev": [-2.4, -2.4], "multiplicity": 2, "charge": 1, "symbols": ["C", "H", "C", "N", "N", "N", "C", "C", "Br", "C", "H", "C", "H", "N", "H", "H", "C", "N", "C", "S", "H", "C", "C", "C", "H", "C", "H", "C", "C", "H", "C", "H", "N", "H", "H", "H", "Ce", "C", "H", "H", "H", "C", "O", "S", "N", "O", "C", "C", "H", "H", "H", "H", "H", "C", "N", "O", "N", "H", "C", "H", "C", "H", "C", "H", "C", "H", "H", "C", "H", "C", "C", "H", "C", "N", "C", "C", "C", "C", "C", "H", "P", "H", "H", "H", "H", "C", "C", "C", "C", "H", "H", "O", "C", "H", "C", "C", "H", "C", "C", "H", "C", "C", "H", "H", "C", "C", "H"], "xyz": [[-3.306984, -0.357477, 3.135996], [5.413795, 0.527048, 3.677520], [2.499756, 0.046647, 5.403825], [-0.632836, 2.481490, -1.251223], [-1.511965, 4.426744, 2.483693], [-0.262240, 2.486031, 2.003005], [0.021859, -5.244909, 3.094962], [-5.234331, 0.331511, 5.045327], [-0.307512, -4.745813, -6.602605], [3.493333, -0.142691, 2.836356], [-4.841762, -1.684403, 2.357563], [0.538775, -2.297191, -5.614240], [-0.710816, -5.045066, -1.568467], [2.725082, 0.438964, -4.453087], [-0.772202, 0.484907, -1.239071], [-5.955944, 0.556687, 5.798898], [-4.132034, 0.154408, 0.127266], [2.178876, -0.424495, 3.102819], [-4.588778, -0.934328, 3.115912], [5.628244, -1.133862, 1.251681], [4.436808, 2.716154, -4.060051], [4.358154, 0.257456, 3.863321], [0.244139, -3.979748, -3.894546], [0.777946, 2.981006, 2.722437], [1.418335, 2.342935, -8.144637], [-2.706095, 5.254163, 2.326854], [0.204444, -5.029602, -3.670002], [-4.776520, 0.238566, -1.095503], [2.148060, 2.420285, -7.307706], [2.163566, -2.979006, 1.821341], [-5.547492, -0.563488, 4.022966], [-5.501553, 1.046827, -1.204657], [-0.790165, 1.254748, -0.569318], [-2.100935, -5.047496, 2.889443], [-4.987381, -0.544003, -3.137592], [4.401145, 4.537480, -5.951391], [1.216930, 0.783002, 1.176517], [1.710157, -0.348304, 4.366756], [1.501978, 4.364579, -2.741265], [-3.134960, -2.128471, -2.859870], [-1.799654, -2.219448, -0.720437], [0.149022, -3.568603, -5.241125], [-2.309267, 2.787067, 1.043356], [2.041455, 2.139801, -1.283708], [0.616251, 4.134448, -2.324111], [1.037568, -0.925556, -2.189028], [-1.043951, -3.254654, 2.223686], [-3.098831, -0.772711, 0.304559], [-0.946541, 5.577482, 4.153419], [-0.197978, 4.368308, -2.860869], [-2.408321, 6.313501, 2.309209], [-4.503471, 0.751486, 0.979386], [1.380285, 4.359500, 4.314664], [1.076915, -1.442483, -4.595290], [1.408300, 0.302743, -6.291188], [1.956714, 2.521531, 2.458265], [-2.236917, -2.541486, 2.050727], [0.065013, -4.595858, -0.004826], [1.713784, -0.252045, -5.090688], [-2.010025, 1.112613, 4.031793], [0.224719, -4.673703, -1.104005], [-0.004234, -6.233143, 3.576237], [0.563629, 2.912553, -1.650157], [-3.185597, 4.921172, 1.407304], [5.130491, -1.572207, -0.360251], [1.497447, -0.047133, -2.301382], [5.850658, -2.070755, -0.984150], [-3.391111, -1.505950, -1.984268], [2.175066, -5.101166, 3.159506], [3.834795, -1.183248, -0.698422], [1.243986, -4.602013, 2.869579], [1.070708, -5.340395, -1.285905], [3.132376, -0.564604, 0.358600], [0.127324, -2.688337, 1.922092], [3.848835, 0.345172, 5.135920], [3.004766, 3.509619, -7.142241], [0.567499, -3.084206, -2.885746], [3.960585, -0.503157, 1.476653], [1.030975, -1.802627, -3.228434], [3.368589, -1.339226, -1.657585], [-2.204717, -0.843412, 1.829592], [4.463117, 0.692095, 5.959444], [-3.435746, 5.064061, 3.141881], [0.343488, -1.970940, -6.653093], [-1.419170, 3.129095, -1.168838], [-3.018481, 0.649669, 4.095501], [-1.142411, -4.574978, 2.721716], [-2.672901, -1.571495, -0.818493], [-4.474429, -0.605602, -2.160293], [-6.565337, -0.966078, 3.987149], [0.653380, -0.553694, 4.502313], [0.598391, -3.363459, -1.545125], [2.173655, 1.427242, -6.359152], [3.242035, 0.181139, -3.582462], [-0.649502, 4.720852, 3.544798], [3.872837, 2.649507, -4.986330], [-1.663958, 1.259063, -0.035916], [2.967417, 1.580701, -5.172706], [1.238476, -3.402578, 2.182407], [2.130843, 0.048831, 6.407044], [-3.960077, 0.932724, 5.071209], [-1.428426, 3.194393, 1.817665], [-3.056918, -3.006879, 2.397958], [3.063434, 4.337863, -7.856827], [0.565739, 4.101396, 3.640562], [3.816359, 3.640971, -5.988958], [-3.657825, 1.575947, 5.878590]], "atomic_forces_ev_per_a": [[-1.50, 0.99, 0.44], [-0.78, -0.30, -0.06], [1.05, -0.21, 0.04], [-0.36, 0.29, -0.04], [-0.08, -0.61, 1.19], [-0.40, 1.37, 0.63], [-0.33, 0.55, 0.00], [1.27, 0.18, -0.69], [-0.35, -0.64, -0.28], [-0.02, -1.20, 0.17], [0.08, 0.35, 0.19], [-0.24, 0.00, 0.81], [0.53, 0.24, 0.07], [-0.02, -0.30, 1.56], [-0.29, 0.11, -0.16], [-0.32, 0.18, 0.36], [0.19, -0.59, 0.55], [0.85, 0.06, 0.48], [0.40, -0.18, -0.33], [-2.01, 0.10, -1.04], [0.14, 0.20, -0.29], [0.38, 0.30, 0.00], [0.25, -0.15, -0.38], [0.29, 1.62, -0.39], [0.85, 0.09, 0.58], [-0.46, -0.28, 0.25], [-0.51, -0.23, 0.10], [-0.58, 0.60, -0.82], [-0.18, 1.02, -1.35], [0.14, 0.26, 0.10], [-0.82, 0.19, 0.89], [-0.10, -0.43, -0.11], [0.72, -0.45, -0.22], [-0.12, 0.14, -0.06], [0.30, -0.02, 0.81], [0.42, 0.20, 0.35], [-0.59, -2.25, -1.54], [0.03, 0.47, -0.96], [0.13, -0.06, -0.01], [0.07, 0.25, 0.69], [-0.25, 0.04, -0.03], [0.70, 0.86, 1.03], [0.36, 0.79, 0.86], [-0.30, -0.06, -0.26], [-0.63, -1.96, 1.00], [0.97, 1.47, 0.58], [-0.21, -0.66, 0.37], [-0.80, 0.23, -1.64], [0.15, -0.29, -0.20], [-0.18, 0.27, -0.22], [-0.25, -0.44, -0.12], [0.45, -0.22, -0.63], [-0.49, 0.09, -0.03], [-0.33, -1.20, -0.34], [0.08, -1.12, 2.37], [-1.12, 0.51, 1.08], [1.56, 0.06, -0.06], [0.14, 0.00, -0.82], [0.10, 1.68, -2.09], [-0.85, -0.18, 0.36], [-0.08, 0.22, 0.49], [-0.11, 0.53, -0.33], [0.73, 1.60, -0.32], [0.05, 0.38, -0.02], [-0.56, 0.53, -0.12], [-0.50, -1.19, -0.31], [0.08, -0.07, -0.18], [-0.72, 0.09, -1.56], [-0.31, 0.35, -0.29], [1.68, -0.32, 0.51], [0.20, -0.67, -0.19], [-0.25, -0.25, -0.07], [0.68, -0.11, 1.16], [-0.34, -0.33, -0.14], [-0.52, 0.27, 0.49], [-0.10, 0.00, 0.49], [0.66, -0.40, 0.04], [-0.08, 0.36, 0.17], [-1.40, 0.37, -1.29], [0.26, -0.33, -0.20], [1.89, -0.48, 0.42], [0.11, -0.13, -0.11], [0.48, 0.20, -0.34], [0.78, 0.04, 0.86], [0.26, -0.37, -0.20], [0.56, -1.18, -1.22], [0.74, -0.28, 0.37], [-0.29, 0.72, 1.53], [0.79, -0.04, 0.38], [0.47, -0.01, -0.07], [0.02, -0.16, -0.07], [-0.60, -0.05, -0.35], [0.41, 0.35, 1.63], [-0.87, 0.23, -1.26], [1.00, -0.18, -1.19], [-1.37, 0.06, -0.64], [0.15, 0.39, -0.29], [0.92, 0.35, -1.40], [-0.19, 0.08, 0.30], [-0.20, 0.14, 0.39], [-0.33, -0.35, 0.09], [0.33, -0.15, -0.06], [-0.16, 0.00, 0.01], [-0.27, -0.49, 0.15], [-0.66, -0.70, -0.18], [-0.19, -1.08, 0.00], [-0.24, 0.32, 0.19]], "lowdin_charge": [-0.366, 0.127, -0.042, -0.009, -0.049, 0.028, -0.063, -0.054, 0.793, -0.310, 0.115, -0.072, 0.104, 0.149, 0.097, 0.100, -0.115, -0.037, -0.116, 1.011, 0.100, -0.014, -0.049, -0.445, 0.127, -0.014, 0.101, -0.089, -0.028, 0.104, -0.074, 0.109, -0.014, 0.106, 0.116, 0.088, 1.040, -0.112, 0.090, 0.116, 0.099, -0.715, 0.002, 0.752, 0.114, -0.001, -0.388, -0.390, 0.139, 0.104, 0.103, 0.116, 0.125, -0.069, 0.174, -0.137, -0.108, 0.074, -0.244, 0.099, -0.049, 0.118, -0.730, 0.086, -0.387, 0.035, 0.056, -0.081, 0.110, -0.201, -0.074, 0.103, -0.330, 0.099, -0.030, -0.092, -0.214, -0.518, -0.186, 0.071, 1.019, 0.117, 0.109, 0.116, 0.164, -0.082, -0.025, -0.084, -0.059, 0.118, 0.121, -0.091, -0.263, 0.165, -0.008, -0.018, 0.046, -0.198, -0.145, 0.105, -0.075, -0.459, 0.095, 0.103, 0.049, -0.098, 0.100]}



Energy relative to the best compared isomer or geometry (same formula, charge and spin)
In order: 394.0, 287.1
Unit: kJ/mol